(1)
This record from the Open Molecules 2025 dataset describes a molecular structure, C21H19ClN7O4SSr in a non-equilibrium geometry. The level of theory is ωB97M-V with the def2-TZVPD basis set.

For the maximum force, the calculation gives 2.9 eV/A. The value obtained for the orbital gap is 0.2905 hartree. The charge is -1. The calculation puts the HOMO energy at -5.55 eV.

Each line ends with the Löwdin charge.
Cartesian coordinates (Å):
Sr (0.0721, 1.2465, -0.0170)  1.529
Cl (-0.5751, 7.5428, 4.2840)  0.602
C (-0.1132, 6.1705, 3.2985)  -0.681
C (1.2474, 5.8289, 3.1841)  -0.108
C (1.6340, 4.7680, 2.4144)  -0.007
C (0.6908, 3.9623, 1.6961)  -0.373
O (1.0803, 2.9986, 0.9628)  -0.271
C (-0.6894, 4.3360, 1.8462)  -0.124
C (-1.7532, 3.6148, 1.1963)  -0.194
O (-1.6459, 2.6381, 0.4594)  -0.170
C (-1.0558, 5.4356, 2.6464)  -0.082
H (1.9835, 6.4180, 3.7188)  0.100
H (2.6787, 4.4947, 2.3272)  0.112
H (-2.7660, 4.0084, 1.3971)  0.127
H (-2.1067, 5.6910, 2.7387)  0.110
C (-2.4256, -6.4885, 0.0031)  -0.056
C (-2.1752, -5.1180, -0.5733)  -0.274
C (-2.1042, -4.9185, -1.9478)  -0.044
C (-1.8783, -3.6520, -2.4747)  -0.063
C (-1.7297, -2.5783, -1.6145)  -0.288
C (-1.8007, -2.7544, -0.2359)  -0.037
C (-2.0168, -4.0208, 0.2744)  -0.028
S (-1.4565, -0.9486, -2.2541)  0.555
O (-1.2303, -1.0797, -3.6763)  -0.320
O (-2.5724, -0.1422, -1.8234)  -0.310
N (-0.1968, -0.3874, -1.4807)  -0.362
C (1.0957, -0.8332, -1.6007)  -0.405
C (1.5079, -2.0039, -2.2782)  -0.005
C (2.8407, -2.3346, -2.2963)  -0.072
C (3.7720, -1.5222, -1.6481)  -0.090
C (3.2972, -0.4009, -1.0108)  -0.146
N (2.0081, -0.0437, -0.9837)  -0.003
H (-2.3749, -7.2570, -0.7687)  0.069
H (-3.4135, -6.5385, 0.4666)  0.080
H (-1.6902, -6.7255, 0.7745)  0.081
H (-2.2203, -5.7637, -2.6171)  0.106
H (-1.8133, -3.4806, -3.5421)  0.110
H (-1.6744, -1.9051, 0.4272)  0.111
H (-2.0563, -4.1651, 1.3486)  0.120
H (0.7698, -2.6144, -2.7771)  0.096
H (3.1667, -3.2295, -2.8125)  0.105
H (4.8267, -1.7586, -1.6389)  0.094
H (3.9740, 0.2626, -0.4822)  0.110
N (1.7632, -3.1491, 4.6670)  0.047
C (1.0151, -2.4059, 4.1764)  -0.443
N (0.0901, -1.6245, 3.6813)  0.046
C (0.1354, -0.6948, 2.8085)  -0.379
N (0.0314, 0.1866, 2.0407)  -0.042
N (1.2068, 4.1757, -1.8296)  -0.048
N (0.4546, 2.9767, -2.0218)  -0.128
H (1.9948, 4.2116, -2.4628)  0.061
H (1.5649, 4.1306, -0.8809)  0.038
H (0.9880, 2.2561, -2.4987)  0.065
H (-0.3552, 3.1848, -2.5905)  0.080

***

(2)
This record from the Open Molecules 2025 dataset describes a molecular structure, C21H19CrN7OS in a non-equilibrium geometry. The level of theory is ωB97M-V with the def2-TZVPD basis set.

For the maximum force, the calculation gives 1.5 eV/A. The value obtained for the orbital gap (alpha / beta) is 0.2091 / 0.1991 hartree. The charge is +2. The calculation puts the HOMO energy (alpha / beta) at -11.96 / -11.96 eV. The multiplicity is 5. For the energy above the lowest of the compared OMol25 structures with the same formula, charge and spin, the calculation gives 68.2 kJ/mol.

Each line ends with the Löwdin charge.
Cartesian coordinates (Å):
Cr (2.7783, -3.3278, 0.6948)  0.705
C (-5.9630, 6.4935, -2.5736)  -0.049
O (-4.8823, 6.5831, -1.6518)  -0.050
C (-4.1236, 5.5111, -1.4371)  -0.273
C (-4.3055, 4.2702, -2.0556)  0.008
C (-3.4579, 3.2252, -1.7556)  -0.006
C (-2.4125, 3.3787, -0.8415)  -0.165
C (-2.2378, 4.6274, -0.2287)  -0.022
C (-3.0746, 5.6738, -0.5193)  0.019
C (-1.5538, 2.2479, -0.5617)  -0.225
N (-1.6576, 1.0535, -1.1200)  0.196
C (-0.6688, 0.3026, -0.5859)  -0.162
C (0.0780, 1.0440, 0.3333)  -0.114
N (-0.5077, 2.2787, 0.3290)  0.195
C (1.1829, 0.5158, 1.0493)  -0.046
C (1.9795, 1.1694, 2.0070)  0.055
C (3.0211, 0.4884, 2.5967)  -0.006
C (3.2764, -0.8324, 2.2393)  -0.077
N (2.5359, -1.4847, 1.3467)  -0.042
C (1.4988, -0.8267, 0.7607)  -0.132
C (0.7407, -1.5979, -0.1698)  -0.135
N (1.1539, -2.8859, -0.3283)  -0.045
C (0.4839, -3.6589, -1.1822)  -0.074
C (-0.6153, -3.2037, -1.9026)  -0.001
C (-1.0443, -1.9026, -1.7463)  0.069
C (-0.3544, -1.0624, -0.8615)  -0.045
H (-6.4254, 7.4745, -2.5831)  0.100
H (-6.6933, 5.7493, -2.2501)  0.101
H (-5.6045, 6.2497, -3.5755)  0.101
H (-5.1045, 4.1202, -2.7676)  0.111
H (-3.5894, 2.2607, -2.2261)  0.116
H (-1.4396, 4.7943, 0.4860)  0.107
H (-2.9531, 6.6435, -0.0561)  0.129
H (-0.2228, 3.0819, 0.8619)  0.157
H (1.7820, 2.1974, 2.2808)  0.133
H (3.6477, 0.9702, 3.3331)  0.127
H (4.1066, -1.3748, 2.6752)  0.128
H (0.8405, -4.6760, -1.2967)  0.129
H (-1.1220, -3.8774, -2.5782)  0.127
H (-1.8962, -1.5154, -2.2899)  0.140
N (2.7149, -5.2776, 2.3385)  0.014
N (3.8166, -6.1213, 2.2028)  -0.056
C (4.8010, -5.8604, 1.3275)  -0.786
N (5.8046, -6.7160, 1.2537)  0.151
S (4.8135, -4.4845, 0.3234)  0.712
H (2.7003, -4.8865, 3.2755)  0.121
H (1.8627, -5.8135, 2.2083)  0.122
H (3.8726, -6.9332, 2.8006)  0.172
H (5.8631, -7.5526, 1.8152)  0.140
H (6.5544, -6.5327, 0.6054)  0.125